# 1
DFT (ωB97M-V/def2-TZVPD) results for a structure of composition C2H4S3 in a non-equilibrium geometry.

The strongest force on any atom comes out at 0.066 hartree/bohr. The HOMO energy (spin up / spin down) is -8.898 / -8.820 eV. As for the total charge: 0. As for the LUMO energy (spin up / spin down): -2.049 / -1.889 eV.

CARTESIAN COORDINATES (ANGSTROEM)
S 4.0995 1.0852 -0.4476
S 1.7633 -0.4221 0.2285
S -0.4400 -2.0644 -0.4208
C -0.8250 0.7314 0.2085
C 0.0698 -0.4560 0.1168
H -1.8983 0.5943 0.1832
H -0.5919 1.1407 -0.8960
H -0.5289 1.5827 0.8650
H -1.6485 -2.1919 0.1624

=====

# 2
DFT (ωB97M-V/def2-TZVPD) results for an isolated molecule of C5H10N2O2 in a non-equilibrium geometry.

The strongest force on any atom comes out at 0.091 hartree/bohr. The SMILES is CC1=[N+]([O-])OCN(C)C1. The HOMO energy is -8.975 eV. As for the total charge: 0. As for the LUMO energy: 0.768 eV.

CARTESIAN COORDINATES (ANGSTROEM)
O 2.3441 1.1558 2.0772
O 2.0931 0.7962 -0.1713
N -0.1702 0.0470 -1.1961
N 1.5466 0.7538 1.2275
C -0.4372 -0.4620 0.1981
C 1.0079 1.0730 -1.0729
C -0.2923 0.0228 2.5429
C 0.3566 0.2992 1.1902
C 0.3422 -1.0879 -2.0361
H 0.2832 -2.0676 -1.5683
H 1.4119 -0.8354 -2.1428
H -0.1066 -1.4727 0.1402
H -1.2981 -0.3036 2.3182
H -0.0978 -1.2436 -2.9873
H -1.6404 -0.2651 0.4155
H 1.4854 1.1912 -2.0236
H 0.7494 2.1504 -0.7987
H 0.1482 -0.8556 2.9193
H -0.2774 0.8684 3.2957

=====

# 3
DFT (ωB97M-V/def2-TZVPD) results for a cluster of 2 separate species, C8H12N4 in total in a non-equilibrium geometry.

The strongest force on any atom comes out at 0.053 hartree/bohr. The SMILES is Cc1c[nH]cn1.Cc1c[nH]cn1. The HOMO energy is -8.267 eV. As for the total charge: 0. As for the LUMO energy: 0.894 eV.

CARTESIAN COORDINATES (ANGSTROEM)
N -0.0579 3.3911 -2.5584
N 0.6349 -1.2207 3.0863
N -0.0192 1.9365 -0.8133
N -1.5945 -1.2090 2.9937
C -1.1895 -1.9336 1.9087
C -0.1119 3.2109 -1.1928
C 1.0577 -2.2994 0.8582
C 0.0721 2.1177 -3.0875
C 0.6275 -0.2731 -1.9807
C 0.2148 1.2484 -2.0425
C -0.4794 -0.7521 3.6393
C 0.1532 -1.7477 1.8864
H -1.8739 -2.4114 1.2077
H -0.2709 -0.9104 -1.9216
H -0.1804 4.3186 -2.9722
H 1.2339 -0.4349 -1.0736
H -0.5314 -0.1059 4.5155
H 1.2195 -0.5802 -2.8591
H 0.0759 1.9677 -4.1671
H 1.3788 -3.3185 1.1317
H -2.5313 -1.0682 3.3799
H -0.3176 4.0837 -0.5731
H 1.9539 -1.6661 0.7470
H 0.5355 -2.3436 -0.1123

=====

# 4
DFT (ωB97M-V/def2-TZVPD) results for an isolated molecule of C3H5NS in a non-equilibrium geometry.

The strongest force on any atom comes out at 0.046 hartree/bohr. The SMILES is S=CN1CC1. The HOMO energy is -8.675 eV. As for the total charge: 0. As for the LUMO energy: 0.395 eV.

CARTESIAN COORDINATES (ANGSTROEM)
S 1.8313 0.1838 0.0678
N -0.7609 -0.2570 -0.4571
C 0.5029 -0.6952 -0.1214
C -1.9550 -0.4085 0.2531
C -1.3832 0.9463 0.0248
H -0.9217 1.4569 0.8435
H -1.7880 1.5946 -0.7840
H -2.8309 -0.7072 -0.3390
H -1.9282 -0.7734 1.3146
H 0.5061 -1.7692 0.1414

=====

# 5
DFT (ωB97M-V/def2-TZVPD) results for a structure of composition C18H46BClNO14P3 in a non-equilibrium geometry.

The strongest force on any atom comes out at 0.178 hartree/bohr. The HOMO energy is -9.450 eV. As for the total charge: 0. As for the LUMO energy: -1.414 eV.

CARTESIAN COORDINATES (ANGSTROEM)
Cl 2.4898 3.3597 3.0323
P 4.4961 1.5854 0.8304
P -3.1582 7.0842 -1.3711
P -1.4934 -7.2673 -0.6402
O 3.4998 0.3633 0.3039
O -1.8725 -7.7512 0.9137
O -1.8984 7.4354 -2.3944
O 1.6345 2.3999 -0.0617
O -3.5000 8.4507 -0.8247
O -4.3837 6.8830 -2.4443
O -1.7988 -5.6577 -0.4834
O 2.8043 3.7435 -1.6862
O 0.0293 -6.8659 -0.0629
O -2.8312 -7.6809 -1.2213
O 4.5414 1.6661 2.4823
O 5.8883 1.3564 0.3575
O -2.9312 5.4363 -1.4853
O 4.0083 3.0593 0.2829
N 4.1786 -0.8608 0.2422
C 4.7441 0.9018 5.1065
C -1.3444 4.7689 0.2455
C 0.8760 -7.7688 0.6282
C 3.8092 -1.6037 -0.9523
C -5.3060 8.9374 -3.3542
C -1.6903 4.7995 -1.2292
C 2.5037 -2.4791 -0.8385
C -1.5161 -10.1293 1.3707
C -0.8912 8.3762 -2.0365
C -5.5178 7.7469 -2.4374
C 1.5500 -2.0807 0.3386
C -2.8312 -5.0267 -1.2380
C 1.4789 -8.8170 -0.2850
C 3.3125 1.2392 4.5845
C 3.2606 1.6927 3.0908
C -2.5102 -8.9988 1.1733
C 0.2652 7.7304 -1.2946
C -4.1496 -5.0472 -0.4869
B 2.8161 3.0338 -0.4631
H -2.9234 -5.4794 -2.2253
H 5.2068 1.8206 5.5054
H 4.0739 -1.3983 1.0949
H -5.7622 8.0594 -1.4223
H 0.3556 -8.2106 1.4753
H 5.3819 0.3854 4.3713
H 1.0281 8.4766 -1.0643
H -0.3272 4.4032 0.3970
H 4.6544 -2.2759 -1.2043
H -1.4422 5.7574 0.7026
H -3.0898 -8.8663 2.0894
H -2.0261 4.1063 0.7810
H 2.2932 4.5512 -1.5474
H -1.2995 9.1976 -1.4464
H 2.5319 1.0420 2.5688
H 1.6797 -7.1633 1.0540
H 2.0531 -1.9876 1.3149
H -0.5233 8.8075 -2.9696
H 1.0424 -1.1353 0.0566
H -2.5219 -3.9910 -1.3972
H 1.9304 -2.3192 -1.7738
H -0.9167 -10.2847 0.4711
H -0.0718 7.2844 -0.3566
H -4.3928 -6.0449 -0.1213
H -4.3524 9.4306 -3.1648
H 2.0079 -9.5765 0.2926
H -1.7953 3.7743 -1.5913
H -2.0435 -11.0586 1.5952
H -5.2921 8.6127 -4.3965
H -4.0956 -4.3951 0.3870
H 0.7484 -2.8412 0.4197
H 1.4182 1.7300 -0.7232
H 2.9035 2.0410 5.2193
H -6.3666 7.1605 -2.7964
H 2.1904 -8.3574 -0.9731
H -0.8370 -9.9162 2.1979
H 4.6501 0.2138 5.9719
H -4.9603 -4.7004 -1.1294
H -6.1097 9.6644 -3.2278
H 2.7112 -3.5623 -0.7499
H 3.7002 -0.9221 -1.8107
H 0.7275 6.9457 -1.8976
H 2.6993 0.3215 4.6735
H -0.8986 5.2465 -1.8294
H -3.2174 -9.2598 0.3856
H 0.7147 -9.3017 -0.8981

=====

# 6
DFT (ωB97M-V/def2-TZVPD) results for an isolated molecule of C5H9N in a non-equilibrium geometry.

The strongest force on any atom comes out at 0.076 hartree/bohr. The SMILES is CC(C)(C)C#N. The HOMO energy is -10.491 eV. As for the total charge: 0. As for the LUMO energy: 0.795 eV.

CARTESIAN COORDINATES (ANGSTROEM)
N -2.3505 1.5096 -0.5427
C -1.3979 0.9592 -0.1854
C -0.3022 -0.7320 1.3110
C 1.0388 1.1463 0.2469
C 0.0388 -0.7787 -1.2877
C -0.1875 0.2176 0.1359
H 0.9426 2.2065 -0.0187
H 0.6795 -1.1845 1.4979
H 1.7418 0.9748 1.0754
H -0.8880 -1.3342 -1.4302
H 1.2249 0.5064 -0.6236
H -0.6264 -0.2323 2.2296
H 0.8679 -1.5200 -1.2077
H 0.2303 -0.2282 -2.2390
H -1.0120 -1.5103 1.0383

=====

# 7
DFT (ωB97M-V/def2-TZVPD) results for a cluster of 2 separate species, C5H14 in total in a non-equilibrium geometry.

The strongest force on any atom comes out at 0.060 hartree/bohr. The SMILES is CCC.CC. The HOMO energy is -11.073 eV. As for the total charge: 0. As for the LUMO energy: 1.091 eV.

CARTESIAN COORDINATES (ANGSTROEM)
C 0.1095 -0.2396 -1.9676
C 0.5107 1.1165 2.3672
C -0.6835 -1.0303 -0.9557
C -0.9161 -2.5742 -1.3605
C 0.6845 2.4906 1.7510
H -0.0791 -3.0126 -0.8566
H -1.5331 -0.4332 -0.8557
H -0.2076 -1.0576 0.0697
H 0.4088 0.7507 -1.5815
H 1.3737 0.4936 2.1405
H -0.1241 3.1099 1.4932
H -0.4418 0.0633 -2.8651
H -0.4083 0.4407 2.0568
H -0.8239 -2.7573 -2.4129
H 0.5571 0.9261 3.3896
H 1.5278 3.1200 2.1761
H 1.0676 2.3324 0.7255
H 0.9677 -0.7821 -2.2768
H -1.9899 -2.9572 -1.0371

=====

# 8
DFT (ωB97M-V/def2-TZVPD) results for a structure of composition C6H3O5Y in a non-equilibrium geometry.

The strongest force on any atom comes out at 0.142 hartree/bohr. The HOMO energy (spin up / spin down) is -19.595 / -20.025 eV. As for the total charge: +3. The spin multiplicity is 2. As for the LUMO energy (spin up / spin down): -14.878 / -14.080 eV.

CARTESIAN COORDINATES (ANGSTROEM)
Y 3.6829 2.1278 -0.2186
O -1.5775 -0.3010 -0.8886
O -0.3658 -3.3763 0.4827
O -2.6189 1.0520 -2.3712
O 1.7625 0.7600 0.1972
O -1.3376 1.8628 -0.6914
C -1.9574 0.8852 -1.3951
C 1.6412 -0.4727 0.4332
C -0.7881 -0.0755 0.2347
C -0.6333 1.2928 0.3384
C 0.1882 -2.4840 -0.0432
C 0.3102 -1.0509 0.4553
H -0.5296 1.8917 1.2389
H 2.4935 -1.1275 0.6655
H -0.2702 -0.9843 1.5623

=====

Ordered total energy results: -34640.5520; -12416.6201; -14450.4026; -15515.5650; -90636.2712; -6818.9409; -5410.6871; -17510.0560; unit eV.